The following is a DFT calculation (the ωB97M-V functional and the def2-TZVPD basis) of C30H51N2O2P2Pb as an isolated structure in a non-equilibrium geometry.

Values from the calculation:
- 2S+1 = 1
- frontier orbital gap (spin up / spin down) (eV) = 4.4091 / 4.4384
- LUMO energy (spin up / spin down) (eV) = -12.37 / -12.41
- HOMO level (spin up / spin down) (eV) = -16.8 / -16.8
- net charge = +3

Positions of all 88 atoms, in Å:
Pb (0.359, 0.236, 0.008)
P (0.793, -2.450, -0.431)
P (-1.725, 2.054, 0.165)
O (2.114, 0.657, 3.235)
O (3.465, 2.144, 0.202)
N (0.429, 0.023, -2.366)
N (-1.975, -0.858, -0.526)
C (-3.041, -2.552, -1.842)
C (-0.296, 4.142, 1.318)
C (0.051, -0.974, -2.958)
C (-1.878, -1.957, -1.325)
C (-3.204, 1.018, 0.502)
C (3.367, -3.665, -0.394)
C (-0.518, -2.403, -1.719)
C (-2.874, 4.127, -1.408)
C (-1.529, 3.259, 1.596)
C (2.474, -2.768, -1.266)
C (-0.634, 3.199, -2.131)
C (3.219, -1.427, -1.451)
C (-0.498, -2.679, -4.805)
C (-2.732, 1.864, -2.451)
C (2.904, 1.593, 1.109)
C (-4.357, -0.984, -0.585)
C (-2.786, 4.122, 1.779)
C (-1.376, -0.389, -4.901)
C (2.455, 1.082, 2.159)
C (2.268, -3.416, -2.638)
C (-4.290, -2.083, -1.435)
C (1.217, -3.714, 1.991)
C (-0.172, -1.229, -4.478)
C (1.108, -0.770, -5.206)
C (0.291, -3.804, 0.752)
C (-2.016, 2.860, -1.526)
C (-3.175, -0.335, -0.228)
C (-1.287, 2.450, 2.887)
C (0.381, -5.173, 0.039)
C (-1.156, -3.570, 1.233)
H (-3.117, 4.468, -2.427)
H (-0.604, -2.785, -5.898)
H (-0.526, -3.334, -2.315)
H (1.700, -4.354, -2.582)
H (-0.477, -5.790, 0.344)
H (2.150, -4.274, 1.853)
H (-2.805, 2.309, -3.456)
H (-2.946, -3.389, -2.534)
H (3.408, -0.931, -0.487)
H (-1.374, -4.295, 2.033)
H (0.693, -4.145, 2.857)
H (4.195, -1.631, -1.925)
H (0.344, -5.110, -1.058)
H (-2.284, -0.744, -4.392)
H (-1.540, -0.451, -5.988)
H (2.672, -0.728, -2.098)
H (-0.175, 4.843, 2.157)
H (3.547, -3.217, 0.593)
H (-0.400, 4.733, 0.399)
H (-4.103, 1.588, 0.212)
H (-5.196, -2.582, -1.777)
H (-2.858, 4.930, 1.043)
H (-1.221, 0.664, -4.634)
H (-5.303, -0.584, -0.221)
H (-2.168, 0.924, -2.539)
H (-1.450, -2.982, -4.349)
H (0.933, 0.213, -5.662)
H (3.258, -3.659, -3.060)
H (0.626, 3.543, 1.249)
H (-1.888, -3.727, 0.433)
H (-2.730, 4.596, 2.770)
H (1.765, -2.724, -3.329)
H (0.286, -3.371, -4.482)
H (-0.349, 1.881, 2.860)
H (-2.116, 1.767, 3.104)
H (2.958, -4.675, -0.269)
H (1.425, -1.490, -5.973)
H (-1.213, 3.166, 3.723)
H (-1.289, -2.560, 1.648)
H (1.290, -5.721, 0.327)
H (-0.157, 2.302, -2.564)
H (-3.274, 0.843, 1.589)
H (-3.752, 1.638, -2.113)
H (1.464, -2.669, 2.234)
H (1.939, -0.648, -4.499)
H (0.062, 3.633, -1.398)
H (-3.710, 3.527, 1.746)
H (-0.777, 3.938, -2.940)
H (-2.342, 4.951, -0.915)
H (-3.826, 3.938, -0.891)
H (4.344, -3.767, -0.892)

Force components x, y, z for each atom (eV/Å):
-1.1 -0.2 -1.5
-0.4 -1.2 -0.9
-0.8 0.8 0.2
0.4 0.7 -2.5
-1.3 -1.1 1.4
-0.5 -0.6 -0.3
0.5 0.0 -0.4
0.4 0.0 0.0
-0.1 0.1 0.0
-0.1 0.6 1.2
-0.4 0.5 0.1
0.1 -0.7 0.2
0.0 -0.2 0.3
0.3 0.2 0.1
-0.1 0.2 0.3
0.5 -0.1 0.0
0.3 0.3 0.0
0.1 0.0 -0.1
-0.1 0.3 -0.1
0.0 -0.4 0.0
0.0 -0.3 0.1
2.6 2.6 -4.2
0.0 0.2 -0.1
-0.3 0.2 -0.1
-0.4 0.5 0.3
-1.6 -2.1 5.4
-0.2 0.0 -0.2
0.2 -0.1 0.2
0.1 -0.1 0.1
-0.1 -0.6 -0.3
0.5 0.3 0.2
-0.3 0.1 0.9
0.6 -0.2 -0.4
0.3 0.2 0.3
-0.1 0.1 -0.1
0.1 -0.4 -0.1
-0.1 0.1 0.0
0.1 -0.2 0.3
0.0 0.1 0.5
0.3 0.8 -0.1
0.2 0.2 0.0
0.2 0.2 0.0
-0.3 0.3 0.1
0.0 -0.1 0.4
-0.1 0.2 0.2
0.1 -0.2 -0.1
0.1 0.2 -0.3
0.2 0.1 -0.3
-0.4 0.1 0.2
0.0 -0.1 0.3
0.1 0.1 -0.2
0.2 -0.1 0.4
0.3 -0.2 0.1
0.0 -0.2 -0.2
0.0 -0.2 -0.3
0.0 -0.1 0.3
0.3 -0.2 0.0
0.2 0.2 0.1
0.0 -0.3 0.3
0.0 -0.2 -0.2
0.2 -0.1 -0.3
-0.2 0.3 0.0
0.2 0.0 -0.2
0.1 -0.3 0.0
-0.3 0.2 0.2
-0.2 0.1 0.0
0.1 0.0 0.2
0.0 -0.2 -0.2
0.3 -0.3 0.2
-0.2 0.1 -0.2
-0.1 0.0 0.0
0.2 0.1 0.1
0.2 0.3 0.0
-0.3 0.3 0.2
0.0 -0.3 -0.3
0.0 -0.2 0.0
-0.3 0.2 -0.2
-0.2 0.4 0.1
0.0 0.1 -0.3
0.2 0.1 -0.1
-0.1 -0.3 0.1
-0.1 -0.1 -0.3
-0.2 0.0 -0.3
0.2 0.2 0.1
0.1 -0.3 0.3
-0.2 -0.3 -0.2
0.2 0.1 -0.1
-0.4 0.1 0.1

The following is a DFT calculation (the ωB97M-V functional and the def2-TZVPD basis) of C30H51N2O6PS2SiSr as an isolated structure in a non-equilibrium geometry.

Values from the calculation:
- 2S+1 = 1
- frontier orbital gap (eV) = 6.6739
- LUMO energy (eV) = -0.80
- HOMO level (eV) = -7.5

Positions of all 94 atoms, in Å:
Sr (15.625, 14.189, 8.507)
S (14.655, 16.553, 7.255)
S (16.874, 12.469, 10.307)
P (12.282, 13.092, 8.523)
Si (15.009, 17.726, 8.951)
O (11.755, 13.124, 6.989)
O (11.644, 11.660, 8.974)
O (15.057, 19.304, 8.662)
O (13.885, 17.565, 10.216)
O (13.809, 12.443, 8.112)
O (16.441, 17.119, 9.554)
N (22.175, 16.379, 4.519)
N (17.659, 14.702, 7.002)
C (16.847, 18.958, 11.179)
C (14.047, 20.312, 6.725)
C (10.656, 13.935, 6.596)
C (16.522, 16.556, 11.960)
C (18.902, 14.374, 7.423)
C (17.560, 15.489, 5.916)
C (19.949, 15.585, 5.601)
C (18.587, 17.315, 10.618)
C (11.699, 17.757, 9.024)
C (9.782, 11.782, 10.383)
C (15.867, 21.508, 8.113)
C (14.646, 11.119, 11.393)
C (15.342, 20.135, 7.520)
C (16.491, 19.616, 6.619)
C (12.305, 19.215, 11.048)
C (17.089, 17.483, 10.808)
C (12.465, 17.812, 10.373)
C (18.686, 15.936, 5.142)
C (13.934, 9.967, 11.738)
C (12.007, 16.733, 11.408)
C (15.184, 10.754, 7.091)
C (11.284, 11.550, 10.351)
C (21.188, 16.067, 5.034)
C (10.371, 13.903, 5.084)
C (15.808, 11.004, 10.648)
C (20.014, 14.723, 6.742)
C (15.626, 8.602, 10.743)
C (16.296, 9.749, 10.296)
C (13.937, 10.962, 7.919)
C (14.406, 8.754, 11.370)
H (16.823, 21.287, 8.531)
H (16.305, 18.831, 5.888)
H (15.074, 11.228, 6.164)
H (9.763, 13.551, 7.075)
H (15.235, 21.800, 8.913)
H (15.775, 19.143, 11.366)
H (16.054, 11.021, 7.685)
H (15.479, 16.761, 12.097)
H (12.967, 10.055, 12.285)
H (18.930, 17.959, 9.804)
H (12.116, 18.524, 8.395)
H (12.882, 19.208, 11.969)
H (11.227, 14.386, 4.590)
H (12.644, 16.776, 12.241)
H (18.489, 16.416, 4.207)
H (17.296, 9.745, 9.826)
H (17.046, 16.746, 12.885)
H (14.269, 12.098, 11.755)
H (12.982, 10.616, 7.505)
H (11.720, 12.348, 10.932)
H (13.735, 19.331, 6.406)
H (15.922, 22.322, 7.371)
H (13.234, 20.743, 7.261)
H (11.543, 10.557, 10.721)
H (9.683, 12.845, 10.149)
H (11.755, 16.785, 8.534)
H (10.995, 16.838, 11.732)
H (12.822, 19.962, 10.402)
H (19.119, 17.565, 11.509)
H (9.281, 11.130, 9.595)
H (10.644, 18.036, 9.027)
H (16.597, 15.498, 11.690)
H (21.021, 14.404, 7.091)
H (10.256, 12.928, 4.624)
H (13.940, 7.815, 11.750)
H (9.455, 14.434, 4.834)
H (14.153, 20.903, 5.873)
H (13.975, 10.536, 8.894)
H (10.796, 14.981, 6.870)
H (16.540, 15.787, 5.620)
H (17.366, 19.303, 7.162)
H (12.015, 15.771, 10.919)
H (16.079, 7.644, 10.558)
H (15.303, 9.701, 6.905)
H (17.332, 19.068, 12.116)
H (18.881, 13.685, 8.237)
H (16.934, 20.405, 5.984)
H (11.263, 19.510, 11.268)
H (18.860, 16.316, 10.432)
H (17.338, 19.654, 10.511)
H (9.474, 11.597, 11.430)

Force components x, y, z for each atom (eV/Å):
-0.3 0.3 0.2
-0.5 0.4 0.3
-0.5 -1.1 0.4
1.2 -1.5 -1.2
-1.1 -1.4 0.3
0.3 0.2 -0.2
0.2 0.6 0.2
0.4 1.3 -0.6
0.3 0.0 -0.9
-0.7 0.2 0.4
0.0 0.0 0.6
-0.8 -0.1 0.6
0.5 1.2 -0.9
-0.8 -1.0 0.1
0.5 -1.3 0.8
-1.3 -0.1 -0.6
0.7 0.5 -1.5
-1.6 -0.6 -0.8
0.6 -0.1 -0.5
-0.5 -0.6 1.1
-0.6 0.7 -0.4
0.2 0.1 0.5
0.2 -0.7 0.1
-0.7 -1.3 -1.1
-0.9 0.4 0.4
0.5 1.3 -0.1
0.4 0.3 -0.8
0.8 -0.1 -0.9
-0.6 -0.1 0.6
-0.6 0.2 0.9
-0.9 -1.1 1.4
-1.2 1.7 0.4
-0.3 0.5 -2.3
-0.6 -1.0 1.7
-1.5 -0.3 -0.5
0.4 -0.2 -0.9
1.2 0.2 0.0
1.2 1.7 -0.1
2.4 1.0 -0.6
0.8 1.2 -1.2
0.5 -0.4 0.5
-0.6 1.2 -0.5
0.0 -3.1 0.9
0.9 0.2 0.2
-0.7 -0.3 0.3
0.2 1.0 -1.3
-0.3 0.0 0.4
-0.8 0.4 0.7
0.4 0.2 -0.5
0.2 0.5 -0.2
-0.6 0.3 0.1
1.0 -0.1 -0.3
0.0 -0.1 0.0
0.5 0.1 -0.6
-0.1 -0.1 0.2
-0.4 0.0 -0.1
1.0 -0.1 1.1
0.2 0.6 -0.2
-0.8 -0.4 0.2
0.2 0.0 0.3
0.5 -0.6 -0.4
0.6 0.0 -0.5
0.7 0.0 0.4
-0.2 -0.5 -0.2
0.0 -0.5 0.1
-0.5 0.3 1.0
0.3 0.3 -0.2
-0.6 -0.1 -0.1
0.3 0.0 0.0
-0.8 0.6 0.2
-0.6 -0.3 0.3
0.3 0.5 0.8
0.4 0.9 1.3
-0.1 -0.1 0.8
0.3 0.0 0.0
-0.9 0.3 -0.2
0.1 -0.4 0.4
0.0 0.9 -0.4
0.1 0.3 0.3
0.6 1.0 -1.5
0.4 -0.4 0.7
0.2 0.0 0.3
0.7 -0.2 0.2
0.1 -0.3 0.8
0.5 -0.5 -0.1
-0.2 -0.3 0.0
0.0 -0.6 -0.1
0.5 0.3 1.1
0.5 -0.3 0.7
-0.6 0.3 0.3
0.5 -0.3 -0.3
0.2 -1.5 -0.6
-0.3 0.1 -0.4
-0.5 0.0 -0.7